(1)
This record from OMol25 describes a cluster of 2 separate species, C31H42NO4 in total in a non-equilibrium geometry. The level of theory is ωB97M-V with the def2-TZVPD basis set.

- HOMO level: -10.02 eV
- Total charge: +1
- Spin multiplicity: 1
- Orbital gap: 0.241 Eh

Each line ends with the Mulliken charge.
Element x y z (Å)
C: -3.866 3.629 6.884  -0.96
C: -2.656 3.276 5.790  0.27
O: -2.173 1.926 6.133  -0.36
C: -1.386 1.339 5.020  -0.39
C: -2.481 0.707 3.954  -0.24
C: -1.815 0.255 2.515  0.40
C: -1.138 1.393 1.493  0.06
C: -1.131 3.018 1.888  -0.14
O: -1.875 3.688 0.807  -0.32
C: -2.502 4.941 1.252  0.20
C: -1.818 6.347 0.693  -0.23
C: -2.398 7.840 1.051  -0.35
C: -3.729 7.969 2.017  -0.35
C: -4.416 6.579 2.575  -0.50
C: -3.828 5.094 2.203  -0.10
C: -0.449 0.996 0.054  0.53
C: 0.276 2.091 -0.978  -1.01
C: -0.440 -0.584 -0.473  -0.62
C: -1.121 -1.731 0.491  0.43
C: -1.790 -1.308 1.964  -0.05
C: -2.464 -2.570 2.830  0.18
O: -2.380 -2.687 4.165  -0.53
C: -3.219 -3.719 1.877  -0.40
C: -2.606 -4.108 0.543  -0.33
C: -1.210 -3.339 0.036  0.20
O: -0.226 -3.957 -0.640  -0.50
H: -3.324 3.733 7.921  0.27
H: -4.404 4.622 6.526  0.30
H: -4.644 2.730 6.921  0.26
H: -3.121 3.377 4.720  -0.19
H: -1.784 4.074 5.868  0.23
H: -0.626 2.089 4.540  0.22
H: -0.742 0.461 5.509  0.29
H: -3.012 -0.182 4.531  0.33
H: -3.364 1.467 3.690  0.20
H: -1.736 3.191 2.883  -0.18
H: -0.021 3.398 1.980  0.24
H: -0.862 6.286 0.000  0.25
H: -1.855 8.790 0.577  0.27
H: -4.148 9.058 2.245  0.29
H: -5.374 6.690 3.259  0.28
H: -4.357 4.109 2.586  0.35
H: 0.307 3.179 -0.537  0.24
H: 1.390 1.771 -1.234  0.29
H: -0.280 2.149 -2.030  0.29
H: 0.055 -0.828 -1.521  0.20
H: -4.233 -4.237 2.228  0.31
H: -3.074 -4.895 -0.188  0.32
C: 3.325 -2.546 -0.677  -1.36
C: 2.804 -3.731 -1.487  0.05
C: 3.842 -4.312 -2.452  -0.65
N: 3.808 -3.756 -3.906  0.11
C: 3.749 -2.225 -3.929  -0.51
C: 3.626 -1.673 -5.345  -0.79
C: 2.424 -2.261 -6.069  -0.58
C: 2.461 -3.783 -6.063  -0.67
C: 2.601 -4.351 -4.653  -0.46
C: 5.118 -4.245 -4.555  -1.01
H: 3.449 -1.647 -1.285  0.24
H: 2.622 -2.303 0.125  0.39
H: 4.291 -2.778 -0.216  0.39
H: 1.864 -3.469 -1.980  0.01
H: 2.558 -4.518 -0.762  0.42
H: 3.688 -5.394 -2.546  0.39
H: 4.856 -4.151 -2.067  0.41
H: 2.857 -1.926 -3.370  0.18
H: 4.645 -1.850 -3.424  0.52
H: 3.515 -0.584 -5.290  0.38
H: 4.542 -1.860 -5.916  0.33
H: 2.396 -1.893 -7.100  0.37
H: 1.502 -1.918 -5.584  0.28
H: 3.276 -4.136 -6.703  0.31
H: 1.538 -4.167 -6.513  0.39
H: 2.732 -5.439 -4.684  0.42
H: 1.705 -4.122 -4.067  0.30
H: 5.147 -5.337 -4.485  0.35
H: 5.956 -3.803 -4.008  0.36
H: 5.155 -3.938 -5.600  0.46

(2)
This record from OMol25 describes a structure of composition C31H43As2I2NRuS3SeSi2 in a non-equilibrium geometry. The level of theory is ωB97M-V with the def2-TZVPD basis set.

- HOMO level (alpha / beta): -9.23 / -9.48 eV
- <S²>: 0.80
- Total charge: +1
- Spin multiplicity: 2
- Orbital gap (alpha / beta): 0.197 / 0.206 Eh

Each line ends with the Mulliken charge.
Element x y z (Å)
Ru: -0.112 -0.549 -0.096  0.35
C: -0.054 -0.928 3.097  0.83
C: 1.434 -0.738 2.864  -1.26
S: 1.876 -0.414 1.119  0.22
C: 2.752 -2.000 0.752  -0.87
C: 2.400 -2.584 -0.598  -0.79
S: 0.624 -2.601 -0.951  0.18
C: -0.063 -3.811 0.225  -0.83
C: -0.301 -3.317 1.641  -1.10
S: -0.992 -1.616 1.709  0.01
H: -0.248 -1.533 3.984  0.64
H: -0.527 0.044 3.237  -1.11
H: 1.764 0.139 3.420  0.46
H: 2.026 -1.588 3.200  0.61
H: 3.820 -1.783 0.796  0.54
H: 2.519 -2.706 1.546  0.36
H: 2.798 -1.965 -1.403  0.17
H: 2.813 -3.586 -0.717  0.54
H: -1.005 -4.115 -0.231  0.30
H: 0.588 -4.687 0.230  0.63
H: -1.022 -3.973 2.131  0.65
H: 0.612 -3.330 2.234  0.35
I: 0.898 0.962 -2.099  0.68
I: 3.505 0.845 -2.134  -0.27
C: -4.963 -4.691 -2.011  -0.58
C: -3.626 -4.705 -2.384  -0.90
C: -2.837 -3.584 -2.173  -0.44
C: -3.392 -2.444 -1.598  0.89
C: -4.731 -2.427 -1.227  -0.16
C: -5.513 -3.556 -1.436  -0.71
As: -2.284 -0.881 -1.369  1.50
C: -3.485 0.613 -1.144  -0.38
C: -4.209 0.934 0.005  -0.56
C: -4.957 2.146 0.028  -0.55
C: -4.934 3.013 -1.002  -1.55
C: -4.109 2.773 -2.243  0.94
C: -3.420 1.433 -2.244  -0.28
C: -2.642 0.960 -3.379  1.36
C: -2.489 1.612 -4.604  -0.79
C: -1.754 1.010 -5.613  -0.95
C: -1.160 -0.233 -5.418  -0.82
C: -1.284 -0.880 -4.195  -0.60
C: -2.015 -0.280 -3.186  -0.78
H: -5.579 -5.565 -2.177  0.40
H: -3.199 -5.586 -2.846  0.43
H: -1.799 -3.594 -2.488  0.43
H: -5.168 -1.540 -0.788  0.35
H: -6.557 -3.543 -1.151  0.43
H: -4.203 0.284 0.868  0.56
H: -5.554 2.377 0.900  0.50
H: -5.499 3.934 -0.970  0.46
H: -4.763 2.846 -3.125  0.60
H: -2.942 2.580 -4.775  0.43
H: -1.643 1.514 -6.564  0.43
H: -0.590 -0.690 -6.216  0.44
H: -0.794 -1.833 -4.036  0.37
C: -2.027 5.012 3.230  -1.04
Si: -1.290 3.388 3.792  0.27
C: -2.704 2.167 3.927  -0.73
C: -0.438 3.589 5.448  -1.09
As: 0.371 2.483 2.359  -0.04
Si: 1.293 4.396 1.322  0.15
C: 1.962 5.409 2.749  -1.05
C: 2.702 3.765 0.264  -0.85
C: 0.061 5.322 0.283  -0.61
H: -2.803 5.316 3.938  0.42
H: -2.496 4.902 2.250  0.24
H: -1.296 5.818 3.172  0.30
H: -3.364 2.475 4.744  0.45
H: -2.387 1.142 4.125  0.25
H: -3.283 2.164 3.002  -0.04
H: -1.098 4.070 6.174  0.36
H: 0.461 4.202 5.359  0.31
H: -0.141 2.619 5.853  0.29
H: 2.593 4.796 3.397  0.31
H: 1.162 5.835 3.356  0.26
H: 2.575 6.236 2.383  0.39
H: 3.291 3.015 0.794  0.32
H: 3.370 4.582 -0.022  0.43
H: 2.318 3.315 -0.654  -0.07
H: -0.786 5.678 0.868  0.23
H: -0.319 4.694 -0.524  -0.03
H: 0.540 6.193 -0.176  0.44
Se: -1.090 1.656 0.673  -0.16
C: -3.108 3.850 -2.407  0.10
N: -2.334 4.687 -2.540  -0.58

no.,DFT total energy (Ha)
1,-1561.0792
2,-10598.5653